Computed, not measured: a 12-piece molecular cluster, C78H180N12O12 overall, with wB97M-V/def2-TZVPD.

Last columns: bonded neighbours and bond lengths (Å).
CARTESIAN COORDINATES (ANGSTROEM)
1 C -3.9373 7.9999 7.7446  C2 1.558, H12 1.161, H13 1.101, H14 1.094
2 C -4.5610 7.3481 6.4744  C1 1.558, C3 1.587, C4 1.519, N10 1.485
3 C -6.0601 7.8140 6.2448  C2 1.587, H15 1.087, H16 1.095, H17 1.107
4 C -3.6400 7.7250 5.3267  C2 1.519, C5 1.520, H18 1.136, H19 1.105
5 C -3.8173 6.8815 4.0751  C4 1.520, C6 1.525, H20 1.140, H21 1.043
6 C -3.7378 5.3961 4.4102  C5 1.525, C7 1.590, H22 1.066, H23 1.109
7 C -4.6330 4.9174 5.6335  C6 1.590, C8 1.538, C9 1.523, N10 1.483
8 C -6.0994 4.8488 5.1754  C7 1.538, H24 1.079, H25 1.105, H26 1.111
9 C -4.1539 3.5628 6.1391  C7 1.523, H27 1.071, H28 1.094, H29 1.096
10 N -4.4055 5.8935 6.7270  C2 1.485, C7 1.483, O11 1.477
11 O -5.2796 5.6081 7.8826  N10 1.477, H30 0.982
12 H -2.8489 7.6721 7.9830  C1 1.161
13 H -4.0486 9.0930 7.6748  C1 1.101
14 H -4.6008 7.7089 8.5643  C1 1.094
15 H -6.6643 7.1862 6.8955  C3 1.087
16 H -6.2676 8.8306 6.5936  C3 1.095
17 H -6.3556 7.7424 5.1807  C3 1.107
18 H -3.8202 8.8083 5.0349  C4 1.136
19 H -2.5944 7.6006 5.6624  C4 1.105
20 H -4.7448 7.3170 3.5753  C5 1.140
21 H -3.0645 7.1370 3.3993  C5 1.043
22 H -2.7210 5.0766 4.3795  C6 1.066
23 H -4.1748 4.9016 3.5191  C6 1.109
24 H -6.7808 4.5957 5.9728  C8 1.079
25 H -6.2839 3.9870 4.5088  C8 1.105
26 H -6.3630 5.7272 4.5478  C8 1.111
27 H -3.9553 2.8921 5.3276  C9 1.071
28 H -4.8576 3.1155 6.8473  C9 1.094
29 H -3.2458 3.7547 6.7222  C9 1.096
30 H -4.6698 5.6682 8.6495  O11 0.982
31 C 5.2370 1.7652 0.9475  C32 1.597, H42 1.111, H43 1.112, H44 1.052
32 C 5.1631 1.4105 2.5026  C31 1.597, C33 1.535, C34 1.520, N40 1.521
33 C 3.7317 1.7175 2.9640  C32 1.535, H45 1.134, H46 1.118, H47 1.075
34 C 5.3904 -0.0791 2.7020  C32 1.520, C35 1.517, H48 1.081, H49 1.082
35 C 6.7944 -0.6001 2.4575  C34 1.517, C36 1.541, H50 1.083, H51 1.058
36 C 7.7751 0.1361 3.3906  C35 1.541, C37 1.576, H52 1.078, H53 1.066
37 C 7.6508 1.6938 3.1863  C36 1.576, C38 1.543, C39 1.539, N40 1.462
38 C 8.4523 2.3677 4.3199  C37 1.543, H54 1.118, H55 1.118, H56 1.088
39 C 8.2829 2.0570 1.8313  C37 1.539, H57 1.132, H58 1.115, H59 1.053
40 N 6.2528 2.1058 3.3044  C32 1.521, C37 1.462, O41 1.454
41 O 6.1118 3.5257 3.0267  N40 1.454, H60 0.971
42 H 4.2360 1.5558 0.5146  C31 1.111
43 H 5.5016 2.8268 0.7494  C31 1.112
44 H 5.8614 1.1543 0.3617  C31 1.052
45 H 3.7044 1.6260 4.0936  C33 1.134
46 H 3.3707 2.6496 2.4633  C33 1.118
47 H 3.0656 0.9537 2.6060  C33 1.075
48 H 5.0872 -0.3208 3.7110  C34 1.081
49 H 4.7014 -0.6421 2.0858  C34 1.082
50 H 6.7973 -1.6752 2.5916  C35 1.083
51 H 7.0439 -0.4456 1.4410  C35 1.058
52 H 8.8143 -0.0560 3.1757  C36 1.078
53 H 7.5147 -0.0884 4.3991  C36 1.066
54 H 9.5381 2.1043 4.2933  C38 1.118
55 H 8.0280 1.9859 5.2810  C38 1.118
56 H 8.2630 3.4385 4.2957  C38 1.088
57 H 8.0358 1.2528 1.0746  C39 1.132
58 H 9.3742 2.2376 1.6904  C39 1.115
59 H 7.8166 2.9126 1.4323  C39 1.053
60 H 6.0865 3.8872 3.9271  O41 0.971
61 C 7.7124 1.5395 -5.0396  C62 1.558, H72 1.080, H73 1.100, H74 1.081
62 C 7.4136 2.2556 -3.6891  C61 1.558, C63 1.530, C64 1.524, N70 1.484
63 C 6.9055 1.2615 -2.6434  C62 1.530, H75 1.079, H76 1.098, H77 1.116
64 C 8.7496 2.8246 -3.2262  C62 1.524, C65 1.536, H78 1.091, H79 1.147
65 C 9.2145 4.1130 -3.9203  C64 1.536, C66 1.481, H80 1.079, H81 1.081
66 C 8.1078 5.0606 -3.6534  C65 1.481, C67 1.536, H82 1.116, H83 1.073
67 C 6.8167 4.6592 -4.3830  C66 1.536, C68 1.518, C69 1.542, N70 1.524
68 C 5.7770 5.6479 -3.8863  C67 1.518, H84 1.113, H85 1.120, H86 1.110
69 C 7.0086 4.8449 -5.9013  C67 1.542, H87 1.090, H88 1.103, H89 1.091
70 N 6.3829 3.3169 -3.8063  C62 1.484, C67 1.524, O71 1.424
71 O 5.2111 2.8292 -4.4508  N70 1.424, H90 0.936
72 H 8.2081 2.1969 -5.7387  C61 1.080
73 H 8.3785 0.6711 -4.9315  C61 1.100
74 H 6.8322 1.2303 -5.5859  C61 1.081
75 H 5.8826 0.9636 -2.8120  C63 1.079
76 H 7.5370 0.3637 -2.6061  C63 1.098
77 H 7.0059 1.7079 -1.6259  C63 1.116
78 H 8.6527 3.0595 -2.1655  C64 1.091
79 H 9.5053 1.9894 -3.0091  C64 1.147
80 H 9.9991 4.5509 -3.3223  C65 1.079
81 H 9.5709 3.9668 -4.9300  C65 1.081
82 H 8.4430 6.0988 -3.8892  C66 1.116
83 H 7.9589 5.0659 -2.5908  C66 1.073
84 H 5.8277 5.6834 -2.7746  C68 1.113
85 H 4.7136 5.3970 -4.1342  C68 1.120
86 H 6.0128 6.6385 -4.3285  C68 1.110
87 H 7.3460 5.8714 -6.0444  C69 1.090
88 H 6.0512 4.8605 -6.4495  C69 1.103
89 H 7.6964 4.1621 -6.4025  C69 1.091
90 H 5.4239 2.7845 -5.3614  O71 0.936
91 C 1.8593 -5.3118 1.8882  C92 1.532, H102 1.144, H103 1.099, H104 1.078
92 C 3.3419 -5.3890 2.2683  C91 1.532, C93 1.594, C94 1.583, N100 1.467
93 C 3.6212 -5.3305 3.8367  C92 1.594, H105 1.103, H106 1.053, H107 1.095
94 C 3.9365 -6.7651 1.7583  C92 1.583, C95 1.562, H108 1.111, H109 1.092
95 C 4.0193 -6.8575 0.2013  C94 1.562, C96 1.515, H110 1.067, H111 1.097
96 C 4.7898 -5.6736 -0.3467  C95 1.515, C97 1.513, H112 1.125, H113 1.074
97 C 4.1680 -4.3475 0.0330  C96 1.513, C98 1.475, C99 1.482, N100 1.525
98 C 5.1716 -3.3172 -0.2929  C97 1.475, H114 1.062, H115 1.094, H116 1.085
99 C 2.9653 -4.0026 -0.7611  C97 1.482, H117 1.093, H118 1.113, H119 1.101
100 N 4.0858 -4.3443 1.5554  C92 1.467, C97 1.525, O101 1.416
101 O 3.5941 -3.1100 2.0445  N100 1.416, H120 0.979
102 H 1.5699 -4.2048 1.9017  C91 1.144
103 H 1.6107 -5.6095 0.8601  C91 1.099
104 H 1.1818 -5.8164 2.5573  C91 1.078
105 H 4.6947 -5.1090 3.9562  C93 1.103
106 H 2.9313 -4.6779 4.2916  C93 1.053
107 H 3.4585 -6.3583 4.1773  C93 1.095
108 H 4.9139 -6.9860 2.2384  C94 1.111
109 H 3.1942 -7.5295 1.9964  C94 1.092
110 H 4.5051 -7.7789 -0.0302  C95 1.067
111 H 3.0192 -6.9341 -0.2428  C95 1.097
112 H 4.7997 -5.6453 -1.4716  C96 1.125
113 H 5.7664 -5.7074 0.0985  C96 1.074
114 H 6.0694 -3.5958 0.2008  C98 1.062
115 H 4.8903 -2.3332 0.0930  C98 1.094
116 H 5.3467 -3.2107 -1.3586  C98 1.085
117 H 3.3052 -3.9650 -1.7991  C99 1.093
118 H 2.4856 -3.0231 -0.5391  C99 1.113
119 H 2.1411 -4.7216 -0.8870  C99 1.101
120 H 4.3005 -2.8875 2.6841  O101 0.979
121 C 0.4360 -0.2371 -3.0311  C122 1.508, H132 1.102, H133 1.102, H134 1.146
122 C -0.2540 -0.2697 -1.6903  C121 1.508, C123 1.527, C124 1.476, N130 1.528
123 C -1.5756 -0.9223 -2.0909  C122 1.527, H135 1.070, H136 1.107, H137 1.090
124 C 0.5116 -1.1367 -0.7740  C122 1.476, C125 1.508, H138 1.080, H139 1.096
125 C 0.0520 -1.0133 0.6573  C124 1.508, C126 1.558, H140 1.135, H141 1.147
126 C -0.0847 0.4499 1.1746  C125 1.558, C127 1.482, H142 1.099, H143 1.097
127 C -0.9092 1.3004 0.2836  C126 1.482, C128 1.499, C129 1.525, N130 1.527
128 C -2.3550 0.9072 0.2466  C127 1.499, H144 1.107, H145 1.070, H146 1.094
129 C -0.7499 2.7512 0.7260  C127 1.525, H147 1.113, H148 1.081, H149 1.074
130 N -0.2894 1.1398 -1.1023  C122 1.528, C127 1.527, O131 1.372
131 O -0.9516 1.8638 -2.0613  N130 1.372, H150 0.991
132 H -0.0187 0.4292 -3.7820  C121 1.102
133 H 1.4884 0.0216 -2.8308  C121 1.102
134 H 0.3807 -1.2458 -3.5725  C121 1.146
135 H -1.2486 -1.7745 -2.6497  C123 1.070
136 H -2.1677 -1.3556 -1.2619  C123 1.107
137 H -2.1416 -0.2076 -2.6888  C123 1.090
138 H 0.5025 -2.1264 -1.2062  C124 1.080
139 H 1.5343 -0.7505 -0.8561  C124 1.096
140 H -0.9113 -1.5294 0.9642  C125 1.135
141 H 0.7825 -1.4806 1.4079  C125 1.147
142 H 0.9212 0.8863 1.2484  C126 1.099
143 H -0.5350 0.4774 2.1748  C126 1.097
144 H -2.9035 1.5379 0.9725  C128 1.107
145 H -2.5520 -0.1246 0.4517  C128 1.070
146 H -2.6334 1.0596 -0.8003  C128 1.094
147 H 0.3062 3.0955 0.7983  C129 1.113
148 H -1.1532 2.9193 1.7149  C129 1.081
149 H -1.3561 3.4006 0.1232  C129 1.074
150 H -0.3611 2.5527 -2.4603  O131 0.991
151 C -3.9490 -6.5518 -2.5322  C152 1.594, H162 1.120, H163 1.073, H164 1.109
152 C -2.5000 -6.6601 -3.1876  C151 1.594, C153 1.533, C154 1.558, N160 1.467
153 C -2.7686 -6.6655 -4.6967  C152 1.533, H165 1.080, H166 1.079, H167 1.148
154 C -1.5411 -5.4738 -2.8696  C152 1.558, C155 1.524, H168 1.123, H169 1.118
155 C -0.9999 -5.5377 -1.4461  C154 1.524, C156 1.514, H170 1.073, H171 1.113
156 C -0.3465 -6.8747 -1.1664  C155 1.514, C157 1.523, H172 1.144, H173 1.110
157 C -1.3205 -8.0099 -1.4513  C156 1.523, C158 1.513, C159 1.539, N160 1.444
158 C -0.6011 -9.3370 -1.3443  C157 1.513, H174 1.061, H175 1.098, H176 1.084
159 C -2.4395 -8.1828 -0.4083  C157 1.539, H177 1.104, H178 1.043, H179 1.080
160 N -1.7674 -7.8755 -2.8177  C152 1.467, C157 1.444, O161 1.502
161 O -2.7134 -9.0169 -3.0581  N160 1.502, H180 1.006
162 H -4.4433 -7.5534 -2.6121  C151 1.120
163 H -3.9091 -6.3245 -1.4843  C151 1.073
164 H -4.5136 -5.7489 -3.0490  C151 1.109
165 H -3.5645 -7.3727 -4.8772  C153 1.080
166 H -3.2242 -5.7041 -4.8752  C153 1.079
167 H -1.7704 -6.8160 -5.2423  C153 1.148
168 H -0.6435 -5.4293 -3.5434  C154 1.123
169 H -2.0337 -4.4867 -3.0539  C154 1.118
170 H -0.2686 -4.7896 -1.2055  C155 1.073
171 H -1.8768 -5.3637 -0.7839  C155 1.113
172 H 0.1372 -6.8352 -0.1303  C156 1.144
173 H 0.5096 -7.0928 -1.8392  C156 1.110
174 H 0.0909 -9.6115 -2.1005  C158 1.061
175 H -1.4131 -10.0701 -1.2461  C158 1.098
176 H -0.0591 -9.3551 -0.4058  C158 1.084
177 H -2.0106 -8.8379 0.3699  C159 1.104
178 H -3.2520 -8.7341 -0.7588  C159 1.043
179 H -2.7237 -7.2403 0.0356  C159 1.080
180 H -2.5021 -9.3015 -3.9998  O161 1.006
181 C -4.9812 -0.2460 -2.5044  O182 1.387, H187 1.125, H188 1.106, H189 1.162
182 O -5.1479 -1.3569 -3.3188  C181 1.387, C183 1.432
183 C -5.6141 -0.9762 -4.6180  O182 1.432, C184 1.460, H190 1.105, H191 1.109
184 C -5.6933 -2.1389 -5.4978  C183 1.460, C185 1.490, N186 1.489, H192 1.134
185 C -6.2679 -3.3483 -4.8444  C184 1.490, H193 1.098, H194 1.127, H195 1.097
186 N -4.3574 -2.4257 -6.0909  C184 1.489, H196 1.029, H197 1.070
187 H -6.0123 0.1172 -2.2393  C181 1.125
188 H -4.4903 0.6301 -2.9683  C181 1.106
189 H -4.3808 -0.5374 -1.5532  C181 1.162
190 H -6.6051 -0.5084 -4.4727  C183 1.105
191 H -4.8168 -0.3665 -5.0905  C183 1.109
192 H -6.3063 -1.9049 -6.4228  C184 1.134
193 H -5.5483 -3.7663 -4.1288  C185 1.098
194 H -6.5816 -4.1248 -5.5985  C185 1.127
195 H -7.1156 -3.0045 -4.2387  C185 1.097
196 H -4.2654 -2.9627 -6.9632  N186 1.029
197 H -3.8007 -2.8956 -5.3076  N186 1.070
198 C 1.8363 3.2276 -4.3230  O199 1.424, H204 1.091, H205 1.073, H206 1.130
199 O 1.4365 3.7644 -3.0660  C198 1.424, C200 1.382
200 C 2.0035 4.9968 -2.8004  O199 1.382, C201 1.559, H207 1.079, H208 1.092
201 C 1.8942 5.2911 -1.2736  C200 1.559, C202 1.536, N203 1.449, H209 1.097
202 C 2.5119 4.1724 -0.4205  C201 1.536, H210 1.091, H211 1.104, H212 1.073
203 N 0.5150 5.5466 -0.9102  C201 1.449, H213 1.020, H214 1.027
204 H 1.4322 2.2148 -4.2941  C198 1.091
205 H 2.9069 3.1798 -4.3806  C198 1.073
206 H 1.4229 3.8449 -5.1739  C198 1.130
207 H 3.0423 4.9621 -3.0919  C200 1.079
208 H 1.5553 5.8183 -3.3626  C200 1.092
209 H 2.4310 6.2259 -1.0680  C201 1.097
210 H 2.5328 4.5437 0.6055  C202 1.091
211 H 3.5713 4.0208 -0.6906  C202 1.104
212 H 2.0064 3.2308 -0.5182  C202 1.073
213 H 0.3017 6.4421 -1.3496  N203 1.020
214 H -0.1012 4.8725 -1.3796  N203 1.027
215 C -1.6398 -4.9092 1.9996  O216 1.393, H221 1.057, H222 1.112, H223 1.084
216 O -2.7320 -4.1500 1.5861  C215 1.393, C217 1.440
217 C -3.9776 -4.8727 1.5720  O216 1.440, C218 1.565, H224 1.090, H225 1.092
218 C -5.0952 -3.8297 1.2360  C217 1.565, C219 1.506, N220 1.498, H226 1.095
219 C -4.9847 -3.0532 -0.0498  C218 1.506, H227 1.090, H228 1.055, H229 1.067
220 N -5.2564 -2.8691 2.3734  C218 1.498, H230 1.053, H231 0.980
221 H -1.8324 -5.3009 2.9618  C215 1.057
222 H -0.7205 -4.2847 2.0381  C215 1.112
223 H -1.3913 -5.7038 1.3047  C215 1.084
224 H -3.9112 -5.6858 0.8485  C217 1.090
225 H -4.0977 -5.2716 2.5809  C217 1.092
226 H -6.0111 -4.4267 1.1723  C218 1.095
227 H -4.5909 -3.6315 -0.8861  C219 1.090
228 H -4.3888 -2.1936 0.0858  C219 1.055
229 H -5.9437 -2.6698 -0.3174  C219 1.067
230 H -5.4786 -3.3277 3.2948  N220 1.053
231 H -4.3604 -2.4771 2.4411  N220 0.980
232 C 1.0254 -2.2092 4.1661  O233 1.433, H238 1.071, H239 1.076, H240 1.114
233 O -0.3767 -1.9341 4.0618  C232 1.433, C234 1.470
234 C -0.9369 -0.7151 4.6639  O233 1.470, C235 1.492, H241 1.096, H242 1.080
235 C -2.4247 -0.7679 4.5680  C234 1.492, C236 1.525, N237 1.516, H243 1.102
236 C -3.1146 -1.9613 5.2207  C235 1.525, H244 1.084, H245 1.063, H246 1.086
237 N -2.9062 -0.5808 3.1427  C235 1.516, H247 1.027, H248 1.036
238 H 1.6146 -1.7104 3.4242  C232 1.071
239 H 1.1024 -3.2641 3.9685  C232 1.076
240 H 1.5015 -1.9807 5.1470  C232 1.114
241 H -0.6127 -0.4485 5.6760  C234 1.096
242 H -0.5599 0.0854 4.0453  C234 1.080
243 H -2.6894 0.1540 5.1107  C235 1.102
244 H -2.9958 -2.0096 6.2968  C236 1.084
245 H -2.8059 -2.7914 4.6322  C236 1.063
246 H -4.1677 -1.7774 5.0278  C236 1.086
247 H -2.2251 -0.9121 2.4490  N237 1.027
248 H -3.1046 0.4254 2.9958  N237 1.036
249 C -8.3549 -1.0501 0.8474  O250 1.401, H255 1.097, H256 1.051, H257 1.126
250 O -7.3202 -0.1618 0.5270  C249 1.401, C251 1.395
251 C -6.5116 0.1347 1.6243  O250 1.395, C252 1.527, H258 1.075, H259 1.064
252 C -6.6997 1.5919 2.0416  C251 1.527, C253 1.511, N254 1.476, H260 1.137
253 C -6.5068 2.5365 0.8778  C252 1.511, H261 1.114, H262 1.051, H263 1.140
254 N -5.9205 2.0183 3.2208  C252 1.476, H264 1.005, H265 1.011
255 H -9.1846 -0.6868 1.4659  C249 1.097
256 H -8.0749 -1.9262 1.3555  C249 1.051
257 H -8.8333 -1.3591 -0.1238  C249 1.126
258 H -6.7410 -0.5096 2.4533  C251 1.075
259 H -5.5247 -0.0076 1.2534  C251 1.064
260 H -7.8038 1.5742 2.3116  C252 1.137
261 H -6.6771 3.5817 1.2249  C253 1.114
262 H -7.0872 2.4005 0.0118  C253 1.051
263 H -5.3968 2.5639 0.6181  C253 1.140
264 H -4.9609 2.2179 2.9973  N254 1.005
265 H -5.9995 1.3568 3.9817  N254 1.011
266 C -2.0503 0.5179 -5.9102  O267 1.453, H272 1.128, H273 1.101, H274 1.105
267 O -1.8847 1.9496 -6.0983  C266 1.453, C268 1.452
268 C -2.3721 2.7625 -4.9979  O267 1.452, C269 1.506, H275 1.104, H276 1.082
269 C -2.2038 4.1874 -5.4541  C268 1.506, C270 1.545, N271 1.463, H277 1.099
270 C -2.7530 5.1048 -4.3388  C269 1.545, H278 1.083, H279 1.092, H280 1.049
271 N -2.9301 4.5177 -6.6799  C269 1.463, H281 1.015, H282 0.987
272 H -2.9680 0.1019 -6.4179  C266 1.128
273 H -2.2565 0.2822 -4.8551  C266 1.101
274 H -1.1371 -0.0462 -6.1746  C266 1.105
275 H -3.4425 2.5177 -4.8848  C268 1.104
276 H -1.8772 2.5721 -4.0544  C268 1.082
277 H -1.1792 4.4359 -5.7644  C269 1.099
278 H -2.5355 6.1405 -4.5672  C270 1.083
279 H -2.4163 4.9078 -3.3191  C270 1.092
280 H -3.7928 4.9671 -4.3134  C270 1.049
281 H -2.6606 3.8625 -7.4062  N271 1.015
282 H -3.8941 4.3547 -6.5425  N271 0.987

## Properties
**Electronic energy**: -126242.6100 eV
**M**: 1478.37 u
**LUMO**: 0.019 Eh
**Frontier orbital gap**: 8.87 eV
**F_max**: 0.07892 hartree/bohr
**Charge**: 0
**Energy relative to the best compared isomer or geometry (same formula, charge and spin)**: 346.9 kJ/mol

Results of the Mulliken charge analysis, in e, for atoms 1 through 4: C -1.890; C 1.546; C -1.612; C -1.112